The following is a quantum chemistry calculation of a molecular structure, C35H77ClGaN5O6PS2, from the Open Molecules 2025 dataset.

Positions of all 128 atoms, in Å:
1 C -0.18 -2.42 3.57
2 C 1.16 -3.13 3.46
3 C 2.01 -2.49 2.34
4 C 2.38 -3.44 1.19
5 C 1.91 -3.03 -0.22
6 C 1.88 -1.54 -0.55
7 C 3.23 -0.87 -0.61
8 C 3.18 0.54 -1.20
9 Ga 1.81 1.86 -0.42
10 C -0.11 1.22 -0.76
11 C -0.95 2.12 -1.67
12 C -2.44 2.27 -1.29
13 C -3.14 0.95 -0.86
14 N -4.30 0.66 -1.72
15 C -5.58 0.43 -1.05
16 C -5.59 -0.51 0.17
17 C -6.26 0.16 1.38
18 C -5.27 0.81 2.36
19 C -4.01 -0.19 -2.78
20 S -4.24 0.34 -4.30
21 S -3.42 -1.91 -2.59
22 C -1.61 -1.90 -2.41
23 C -0.86 -2.31 -3.67
24 C -0.54 -1.11 -4.57
25 O 2.02 3.44 -1.43
26 C 1.97 4.66 -0.73
27 C 0.67 4.90 0.05
28 C -0.25 5.93 -0.62
29 P 1.92 2.16 1.94
30 O 2.61 3.64 2.32
31 Cl 3.43 0.89 2.71
32 H -0.82 -2.87 4.33
33 H -0.73 -2.46 2.63
34 H -0.02 -1.39 3.88
35 H 1.67 -2.99 4.41
36 H 1.01 -4.19 3.30
37 H 1.50 -1.59 2.02
38 H 2.94 -2.16 2.80
39 H 1.91 -4.39 1.41
40 H 3.44 -3.64 1.20
41 H 2.60 -3.49 -0.93
42 H 0.94 -3.48 -0.42
43 H 1.47 -1.48 -1.56
44 H 1.16 -1.02 0.08
45 H 3.76 -0.92 0.34
46 H 3.83 -1.49 -1.29
47 H 4.14 1.04 -1.10
48 H 2.98 0.45 -2.27
49 H 0.03 0.29 -1.29
50 H -0.62 0.96 0.17
51 H -0.54 3.12 -1.78
52 H -0.92 1.70 -2.67
53 H -2.96 2.62 -2.18
54 H -2.55 3.00 -0.50
55 H -3.41 1.05 0.18
56 H -2.46 0.11 -0.92
57 H -6.25 -0.01 -1.80
58 H -6.02 1.40 -0.83
59 H -4.61 -0.87 0.44
60 H -6.19 -1.39 -0.04
61 H -6.87 -0.55 1.93
62 H -6.96 0.93 1.04
63 H -4.26 0.44 2.24
64 H -5.58 0.61 3.38
65 H -5.24 1.89 2.26
66 H -1.39 -2.60 -1.60
67 H -1.25 -0.93 -2.10
68 H -1.36 -3.09 -4.22
69 H 0.09 -2.72 -3.34
70 H -0.62 -1.39 -5.62
71 H 0.48 -0.79 -4.42
72 H -1.22 -0.28 -4.41
73 H 2.86 4.77 -0.11
74 H 2.03 5.46 -1.49
75 H 0.09 4.00 0.20
76 H 0.94 5.31 1.02
77 H 0.03 6.95 -0.38
78 H -0.33 5.75 -1.69
79 H -1.26 5.77 -0.22
80 H 3.52 3.68 1.98
81 C -7.47 -0.83 -5.52
82 C -8.84 -1.38 -5.84
83 O -9.81 -1.19 -5.13
84 N -8.96 -2.12 -6.98
85 C -7.93 -2.46 -7.94
86 H -7.53 -0.26 -4.59
87 H -6.75 -1.64 -5.39
88 H -7.13 -0.16 -6.31
89 H -9.89 -2.46 -7.14
90 H -8.20 -2.08 -8.93
91 H -7.83 -3.54 -8.01
92 H -6.97 -2.03 -7.65
93 C -4.34 -4.70 -0.25
94 C -3.98 -3.85 0.95
95 O -3.41 -2.77 0.83
96 N -4.31 -4.32 2.18
97 C -4.98 -5.56 2.52
98 H -4.02 -4.19 -1.15
99 H -3.84 -5.67 -0.18
100 H -5.42 -4.85 -0.30
101 H -4.04 -3.70 2.93
102 H -5.90 -5.35 3.06
103 H -4.33 -6.16 3.16
104 H -5.21 -6.13 1.63
105 C 5.00 4.82 4.26
106 C 5.82 4.12 3.20
107 O 5.41 3.95 2.06
108 N 7.06 3.68 3.55
109 C 7.74 3.77 4.83
110 H 4.04 5.10 3.83
111 H 4.81 4.14 5.10
112 H 5.51 5.71 4.62
113 H 7.54 3.22 2.79
114 H 8.67 4.32 4.70
115 H 7.97 2.77 5.19
116 H 7.13 4.28 5.57
117 C 11.61 -0.10 3.43
118 C 10.41 0.65 3.95
119 O 10.27 0.91 5.14
120 N 9.47 1.03 3.04
121 C 9.46 0.82 1.61
122 H 12.26 -0.34 4.27
123 H 11.30 -1.04 2.96
124 H 12.16 0.50 2.71
125 H 8.70 1.53 3.46
126 H 9.43 1.78 1.09
127 H 8.57 0.25 1.33
128 H 10.34 0.27 1.29

The HOMO energy is -3.9 eV. The value obtained for the orbital gap is 5.70 eV. Its total charge is -1.

Here are the Mulliken charges for atoms 1 to 99, given in e: -1.15, -0.65, 0.30, -0.96, -1.21, 1.10, -0.82, -1.09, -0.25, 0.79, -0.41, -1.35, 0.58, 0.44, -1.15, 0.50, -0.85, -1.12, 0.18, -0.22, -0.34, 1.87, -0.48, -0.97, -0.57, -0.35, 0.55, -1.65, 0.22, -0.36, -0.39, 0.43, 0.22, 0.31, 0.30, 0.35, -0.20, 0.26, 0.48, 0.38, 0.36, 0.17, -0.27, -0.12, 0.27, 0.38, 0.51, 0.43, -1.86, 0.84, 0.53, 0.32, 0.29, 0.31, -0.06, -0.37, 0.17, 0.58, -0.35, 0.54, 0.48, 0.40, 0.25, 0.34, 0.30, 0.20, -1.71, 0.47, 0.31, 0.33, 0.28, 0.10, -0.02, 0.44, -0.11, 0.23, 0.45, 0.36, 0.37, 0.23, -1.08, 0.55, -0.66, -0.15, -0.78, 0.26, 0.41, 0.38, 0.22, 0.27, 0.27, 0.31, -1.16, 0.84, -0.58, -0.22, -0.96, -0.02, 0.43